The following is a quantum chemistry calculation of a molecular structure, C40H32BrIN8O3SSn in a non-equilibrium geometry, from the Open Molecules 2025 dataset.

As for the charge: +2. As for the total energy: -5691.050055 Eh. The value obtained for the relative energy (zero: lowest compared OMol25 entry of this formula, charge and spin) is 63.6 kcal/mol. The lowest unoccupied orbital energy (alpha / beta) comes out at -7.931 / -6.879 eV.

Positions of all 87 atoms, in Å:
Sn -0.16251 -0.15200 0.62260
C 3.86225 -3.08060 -0.08891
C 2.54389 -2.79189 0.29654
N 2.18053 -1.68434 0.90439
C 3.12962 -0.75420 1.15623
C 4.47528 -0.92579 0.76623
C 4.82943 -2.14235 0.14298
C 5.40927 0.10836 1.00790
C 5.00076 1.29657 1.56350
C 3.68843 1.46051 2.00938
C 2.75830 0.42816 1.89792
N 1.50003 0.37824 2.39980
C 1.03507 0.85815 3.55781
C 1.73693 1.60362 4.52087
C 1.13270 1.98803 5.71432
C -0.14045 1.57509 6.03149
C -0.85538 0.72533 5.15175
C -2.09082 0.14260 5.50144
C -2.69890 -0.72306 4.63066
C -2.09004 -0.95435 3.39078
N -0.94733 -0.40774 3.02395
C -0.30126 0.39715 3.89570
H 4.09644 -4.02699 -0.55530
H 1.75595 -3.51265 0.09961
H 5.85983 -2.30960 -0.14443
H 6.44296 -0.04681 0.72664
H 5.70314 2.11239 1.66632
H 3.36699 2.42402 2.37935
H 2.76939 1.86502 4.35459
H 1.68978 2.59536 6.41412
H -0.58785 1.84182 6.98001
H -2.52516 0.37291 6.46594
H -3.62406 -1.22110 4.88209
H -2.55445 -1.61614 2.66846
C -2.27868 -1.77435 -5.26791
N -1.25452 -0.74416 -5.21200
C -0.58446 -0.20653 -6.26058
C 0.27853 0.73759 -5.75981
N 0.11521 0.76800 -4.42119
C -0.81711 -0.14323 -4.06576
S -1.35333 -0.52680 -2.51821
H -2.40777 -2.09757 -6.29624
H -3.21992 -1.38085 -4.88896
H -1.98531 -2.61873 -4.64813
H -0.74372 -0.52503 -7.27607
H 0.98443 1.37190 -6.26665
H 0.66435 1.36196 -3.73761
I -4.42412 -0.29668 -0.51922
C -3.53031 -2.15578 -0.10867
C -4.26463 -3.31634 -0.30422
C -3.64664 -4.52799 -0.03866
C -2.32997 -4.53379 0.40075
C -1.69697 -3.31892 0.58127
N -2.28281 -2.14318 0.33157
H -5.28593 -3.27228 -0.65348
H -4.18980 -5.45367 -0.17174
H -1.81031 -5.45973 0.60065
H -0.67884 -3.25444 0.95911
N -5.61165 5.18046 1.55079
C -4.62769 5.05302 0.63558
O -4.54006 5.75511 -0.34851
C -3.60069 3.96652 0.87332
C -3.72106 2.93749 1.80037
C -2.72358 1.98119 1.86928
N -1.64823 1.99218 1.08355
C -1.52340 2.98884 0.20078
C -2.46753 3.98790 0.06794
H -6.30023 5.89883 1.39691
H -5.68518 4.62867 2.38382
H -4.58074 2.84169 2.44882
H -2.79584 1.16030 2.57313
H -0.63334 2.97158 -0.42058
H -2.35364 4.78375 -0.65462
Br 5.10314 -3.05034 -5.12654
C 4.09720 -1.80359 -4.10700
C 4.50887 -0.48111 -4.03265
C 3.75050 0.42573 -3.30850
C 2.62108 0.00021 -2.61900
C 2.23429 -1.33326 -2.68649
C 2.95441 -2.23559 -3.45156
C 1.74108 0.98206 -1.88973
O 1.29393 1.95881 -2.51468
O 1.45554 0.70279 -0.68237
H 5.39491 -0.15701 -4.56046
H 4.03386 1.46990 -3.27555
H 1.34495 -1.65501 -2.15413
H 2.63297 -3.26421 -3.54490

These are the Mulliken partial charges, in e, on atoms 1 to 4:
1 Sn 1.554
2 C -0.831
3 C -0.185
4 N 0.033